Entry 1:
The following is a DFT calculation (ωB97M-V with the def2-TZVPD basis set) of a structure of composition CH2CdF.

```
5
Properties=species:S:1:pos:R:3:nbo_charge:R:1
F -1.28 0.67 -0.37 -0.30
C -0.40 -0.31 -0.08 -0.01
Cd 1.32 1.18 0.58 0.90
H 1.30 -0.51 -0.70 0.17
H -0.94 -1.03 0.56 0.24
```

Properties
HOMO-LUMO gap (spin up / spin down)   6.91 / 7.14 eV
HOMO energy (spin up / spin down)   -14.08 / -14.91 eV
E_LUMO (spin up / spin down)   -0.263 / -0.285 Eh
Net charge   +1

Entry 2:
The following is a DFT calculation (ωB97M-V with the def2-TZVPD basis set) of a structure of composition CH2CdFLiO.

```
7
Properties=species:S:1:pos:R:3:lowdin_spin:R:1
F 0.36 2.86 -0.84 0.00
Cd -0.78 1.70 -0.10 0.01
H 1.04 -1.38 0.87 0.04
C 0.58 -0.87 0.02 0.67
Li -1.75 -1.46 0.66 0.02
H 1.11 -0.73 -0.93 0.04
O -0.55 -0.12 0.31 0.22
```

Properties
HOMO-LUMO gap (spin up / spin down)   6.99 / 10.20 eV
HOMO energy (spin up / spin down)   -12.47 / -15.74 eV
E_LUMO (spin up / spin down)   -0.201 / -0.204 Eh
⟨S²⟩   0.7536
Net charge   +1
2S+1   2

Entry 3:
The following is a DFT calculation (ωB97M-V with the def2-TZVPD basis set) of an isolated molecule of CH2Cl2N2.

```
7
Properties=species:S:1:pos:R:3:nbo_charge:R:1
N 0.94 1.11 0.18 -0.44
H 0.90 -0.80 -0.07 0.15
Cl -2.46 0.79 0.12 0.12
Cl 2.68 1.01 0.06 0.11
N -1.17 -0.49 -0.30 -0.63
C 0.29 0.01 0.02 0.26
H -1.17 -1.64 -0.02 0.43
```

Properties
HOMO-LUMO gap   9.08 eV
Structure (SMILES)   Cl/N=C/NCl
HOMO energy   -9.96 eV
E_LUMO   -0.032 Eh
Energy relative to the best compared isomer or geometry (same formula, charge and spin)   3.5722 eV

Entry 4:
The following is a DFT calculation (ωB97M-V with the def2-TZVPD basis set) of an isolated molecule of CH2Cl2N2.

```
7
Properties=species:S:1:pos:R:3:nbo_charge:R:1
N 0.53 0.47 1.01 -0.79
H 1.19 1.23 0.91 0.40
Cl -1.73 -1.05 -1.82 0.08
H -0.24 0.67 1.62 0.43
N -1.37 -0.26 -0.37 -0.57
Cl 1.31 -0.88 -1.24 0.13
C 0.30 -0.18 -0.11 0.32
```

Properties
HOMO-LUMO gap (spin up / spin down)   8.09 / 8.08 eV
Structure (SMILES)   N/C(Cl)=N/Cl
HOMO energy (spin up / spin down)   -8.06 / -8.06 eV
E_LUMO (spin up / spin down)   0.001 / 0.001 Eh
Energy relative to the best compared isomer or geometry (same formula, charge and spin)   2.7864 eV

Entry 5:
The following is a DFT calculation (ωB97M-V with the def2-TZVPD basis set) of an isolated molecule of CH2Cl2N2.

```
7
Properties=species:S:1:pos:R:3:nbo_charge:R:1
Cl -0.79 -1.72 -0.03 -0.09
N -0.95 0.98 -0.17 -0.51
N 1.18 -0.09 0.05 -0.83
Cl -2.67 0.84 0.01 0.14
H 1.66 0.90 0.23 0.42
C -0.19 -0.01 -0.01 0.44
H 1.77 -0.90 -0.09 0.43
```

Properties
HOMO-LUMO gap   10.23 eV
Structure (SMILES)   N/C(Cl)=N/Cl
HOMO energy   -9.71 eV
E_LUMO   0.019 Eh
Energy relative to the best compared isomer or geometry (same formula, charge and spin)   0.5061 eV

Entry 6:
The following is a DFT calculation (ωB97M-V with the def2-TZVPD basis set) of a cluster of 2 separate species, CH2Cl2N2 in total.

```
7
Properties=species:S:1:pos:R:3:nbo_charge:R:1
H -0.57 2.15 0.52 0.39
Cl 2.04 -0.20 0.18 0.16
N -0.05 1.41 0.10 -0.67
N 0.48 -0.85 -0.02 -0.63
H 0.64 -2.31 -0.90 0.42
Cl -2.12 -0.41 0.14 -0.08
C -0.42 0.21 -0.01 0.40
```

Properties
HOMO-LUMO gap (spin up / spin down)   7.49 / 7.54 eV
HOMO energy (spin up / spin down)   -9.57 / -9.59 eV
E_LUMO (spin up / spin down)   -0.077 / -0.075 Eh
Energy relative to the best compared isomer or geometry (same formula, charge and spin)   4.3102 eV

Entry 7:
The following is a DFT calculation (ωB97M-V with the def2-TZVPD basis set) of a cluster of 2 separate species, CH2Cl2NO3P in total.

```
10
Properties=species:S:1:pos:R:3:nbo_charge:R:1
C 0.51 -0.68 -0.46 -0.80
Cl -2.09 0.63 -1.31 -0.27
H 0.97 -1.47 0.18 0.26
O 0.96 2.11 -0.32 -0.28
H 0.61 -0.57 -1.57 0.27
N 1.30 1.15 0.27 0.61
O -1.12 0.35 1.45 -1.05
O 2.03 0.91 1.15 -0.28
Cl -2.06 -2.06 0.43 -0.21
P -1.10 -0.38 0.18 1.74
```

Properties
HOMO-LUMO gap   9.01 eV
HOMO energy   -10.35 eV
E_LUMO   -0.049 Eh
Energy relative to the best compared isomer or geometry (same formula, charge and spin)   1.4767 eV

Entry 8:
The following is a DFT calculation (ωB97M-V with the def2-TZVPD basis set) of a structure of composition CH2Cl2Na.

```
6
Properties=species:S:1:pos:R:3:nbo_charge:R:1
H 3.94 -1.17 -0.69 0.26
Cl 1.75 -0.41 -1.19 -0.03
Na 0.76 0.35 1.21 0.96
C 3.40 -0.21 -0.60 -0.42
H 3.93 0.53 -1.23 0.26
Cl 3.46 0.33 1.08 -0.03
```

Properties
HOMO-LUMO gap   11.24 eV
HOMO energy   -15.79 eV
E_LUMO   -0.167 Eh
Net charge   +1
Energy relative to the best compared isomer or geometry (same formula, charge and spin)   0.0000 eV

Entry 9:
The following is a DFT calculation (ωB97M-V with the def2-TZVPD basis set) of an isolated molecule of CH2Cl2O2.

```
7
Properties=species:S:1:pos:R:3:nbo_charge:R:1
O -0.51 0.42 0.49 -0.29
H 1.04 0.19 -0.62 0.20
Cl 0.02 -1.84 -0.95 -0.09
Cl -0.69 0.73 -2.13 0.11
H -0.25 0.28 2.41 0.49
C 0.05 0.01 -0.81 0.03
O 0.35 0.21 1.60 -0.45
```

Properties
HOMO-LUMO gap   10.99 eV
Structure (SMILES)   OOC(Cl)Cl
HOMO energy   -10.35 eV
E_LUMO   0.024 Eh
Energy relative to the best compared isomer or geometry (same formula, charge and spin)   3.9400 eV

Entry 10:
The following is a DFT calculation (ωB97M-V with the def2-TZVPD basis set) of a cluster of 2 separate species, CH2Cl2S2 in total.

```
7
Properties=species:S:1:pos:R:3:nbo_charge:R:1
S 0.44 1.84 0.23 0.22
S 0.16 -1.69 -1.73 -0.40
Cl -1.83 0.04 0.46 0.17
C -0.18 0.24 0.45 -0.30
H -0.99 -1.20 -1.52 0.07
H 1.63 1.54 0.61 0.14
Cl 0.77 -0.77 1.49 0.10
```

Properties
HOMO-LUMO gap   5.96 eV
HOMO energy   -8.19 eV
E_LUMO   -0.082 Eh
Energy relative to the best compared isomer or geometry (same formula, charge and spin)   2.9836 eV

Entry 11:
The following is a DFT calculation (ωB97M-V with the def2-TZVPD basis set) of a structure of composition CH2Cl3Cu.

```
7
Properties=species:S:1:pos:R:3:lowdin_spin:R:1
H 0.24 -0.06 -0.56 0.04
Cu 1.28 3.28 0.49 0.19
Cl 0.72 1.54 0.32 0.38
Cl -0.62 -2.13 -1.46 0.10
C -0.26 -0.92 -0.12 0.08
H 0.35 -1.36 0.67 0.01
Cl -1.72 -0.34 0.67 0.20
```

Properties
HOMO-LUMO gap (spin up / spin down)   9.29 / 4.97 eV
HOMO energy (spin up / spin down)   -15.17 / -14.78 eV
E_LUMO (spin up / spin down)   -0.216 / -0.361 Eh
⟨S²⟩   0.7556
Net charge   +1
Energy relative to the best compared isomer or geometry (same formula, charge and spin)   0.5236 eV
2S+1   2

Entry 12:
The following is a DFT calculation (ωB97M-V with the def2-TZVPD basis set) of a cluster of 2 separate species, CH2Cl3N in total.

```
7
Properties=species:S:1:pos:R:3:nbo_charge:R:1
H 2.17 -0.15 -0.12 0.38
C 2.41 1.47 -1.16 0.18
H -2.85 -0.14 0.57 0.27
Cl -2.18 0.22 -0.46 -0.27
N 2.83 0.45 -0.60 -0.61
Cl 3.46 2.51 -1.98 0.06
Cl 0.74 2.01 -1.22 -0.01
```

Properties
HOMO-LUMO gap   11.49 eV
Structure (SMILES)   N=C(Cl)Cl.Cl
HOMO energy   -10.91 eV
E_LUMO   0.021 Eh
Energy relative to the best compared isomer or geometry (same formula, charge and spin)   0.3148 eV

Entry 13:
The following is a DFT calculation (ωB97M-V with the def2-TZVPD basis set) of a structure of composition CH2Cl3P.

```
7
Properties=species:S:1:pos:R:3:nbo_charge:R:1
Cl -1.14 0.97 1.65 -0.14
H 1.62 -0.33 0.93 0.26
H 1.55 -0.19 -1.07 0.27
Cl -1.96 -1.89 -0.07 -0.56
P -0.32 0.23 0.03 1.28
Cl -1.10 1.16 -1.43 -0.13
C 1.35 0.04 -0.03 -0.97
```

Properties
HOMO-LUMO gap   8.02 eV
HOMO energy   -9.43 eV
E_LUMO   -0.052 Eh
Energy relative to the best compared isomer or geometry (same formula, charge and spin)   0.9707 eV

Entry 14:
The following is a DFT calculation (ωB97M-V with the def2-TZVPD basis set) of a structure of composition CH2Cl3P.

```
7
Properties=species:S:1:pos:R:3:nbo_charge:R:1
Cl -3.41 1.11 -0.92 0.04
C -2.62 -0.10 0.03 -0.31
H -0.71 1.93 -0.84 -0.03
Cl -2.96 -0.17 1.70 0.07
P -0.08 0.98 0.01 0.15
Cl -2.78 -1.51 -0.81 0.10
H -0.24 1.72 1.31 -0.02
```

Properties
HOMO-LUMO gap (spin up / spin down)   7.58 / 7.53 eV
HOMO energy (spin up / spin down)   -8.78 / -8.75 eV
E_LUMO (spin up / spin down)   -0.044 / -0.045 Eh
Energy relative to the best compared isomer or geometry (same formula, charge and spin)   3.3471 eV

Entry 15:
The following is a DFT calculation (ωB97M-V with the def2-TZVPD basis set) of a cluster of 2 separate species, CH2ClF2P in total.

```
7
Properties=species:S:1:pos:R:3:nbo_charge:R:1
H 1.27 -0.02 -1.15 0.21
H 1.26 0.73 0.54 0.18
Cl 1.89 -1.50 0.36 -0.02
F -2.02 0.07 -1.03 -0.58
F -1.97 1.15 0.95 -0.60
P -1.53 -0.38 0.40 1.36
C 1.09 -0.04 -0.07 -0.55
```

Properties
HOMO-LUMO gap   8.05 eV
HOMO energy   -8.61 eV
E_LUMO   -0.021 Eh
Energy relative to the best compared isomer or geometry (same formula, charge and spin)   1.5311 eV

Entry 16:
The following is a DFT calculation (ωB97M-V with the def2-TZVPD basis set) of an isolated molecule of CH2ClFO3.

```
8
Properties=species:S:1:pos:R:3:nbo_charge:R:1
H -2.25 0.88 -0.98 0.46
O -1.92 0.60 -0.03 -0.44
C 1.04 -0.22 0.41 0.39
H 0.60 -0.15 1.35 0.18
O -1.25 -0.62 -0.32 -0.03
Cl 1.96 1.17 -0.03 0.01
O -0.03 -0.32 -0.81 -0.26
F 1.85 -1.34 0.40 -0.32
```

Properties
HOMO-LUMO gap   11.59 eV
Structure (SMILES)   OOO[C@@H](F)Cl
HOMO energy   -10.89 eV
E_LUMO   0.026 Eh
Energy relative to the best compared isomer or geometry (same formula, charge and spin)   0.0000 eV

Entry 17:
The following is a DFT calculation (ωB97M-V with the def2-TZVPD basis set) of an isolated molecule of CH2ClFP2.

```
7
Properties=species:S:1:pos:R:3:nbo_charge:R:1
F 1.63 -1.32 -0.01 -0.59
C -0.53 1.08 -0.63 -0.62
H -0.42 0.44 -1.50 0.22
P 0.07 -1.53 0.45 0.65
Cl -0.81 2.72 -1.02 0.05
H 0.43 -1.98 1.75 -0.06
P -0.37 0.59 0.96 0.34
```

Properties
HOMO-LUMO gap   8.54 eV
Structure (SMILES)   F[PH]#P=CCl
HOMO energy   -9.26 eV
E_LUMO   -0.027 Eh
Energy relative to the best compared isomer or geometry (same formula, charge and spin)   0.4625 eV

Entry 18:
The following is a DFT calculation (ωB97M-V with the def2-TZVPD basis set) of an isolated molecule of CH2ClIOS.

```
7
Properties=species:S:1:pos:R:3:nbo_charge:R:1
H -0.48 1.26 -1.23 0.18
I 1.68 1.51 0.18 0.44
Cl 3.98 -1.03 -1.55 -0.23
O 3.46 -0.98 1.27 -0.91
C -0.32 1.59 -0.26 -0.58
H -1.14 1.60 0.44 0.20
S 4.15 -0.25 0.27 0.90
```

Properties
HOMO-LUMO gap (spin up / spin down)   4.22 / 4.22 eV
HOMO energy (spin up / spin down)   -6.99 / -6.99 eV
E_LUMO (spin up / spin down)   -0.102 / -0.102 Eh
Energy relative to the best compared isomer or geometry (same formula, charge and spin)   3.7751 eV

Entry 19:
The following is a DFT calculation (ωB97M-V with the def2-TZVPD basis set) of a cluster of 2 separate species, CH2ClN in total.

```
5
Properties=species:S:1:pos:R:3:nbo_charge:R:1
Cl -0.59 -0.66 2.60 -0.43
H 0.78 0.86 -2.03 0.44
H -0.37 -0.48 1.18 0.26
C -0.14 -0.13 -0.42 0.36
N 0.33 0.41 -1.34 -0.63
```

Properties
HOMO-LUMO gap   11.14 eV
HOMO energy   -10.43 eV
E_LUMO   0.026 Eh
Energy relative to the best compared isomer or geometry (same formula, charge and spin)   0.7735 eV

Entry 20:
The following is a DFT calculation (ωB97M-V with the def2-TZVPD basis set) of a cluster of 3 separate species, CH2ClNO3S in total.

```
9
Properties=species:S:1:pos:R:3:nbo_charge:R:1
H 0.08 -0.04 -1.84 0.30
C 0.16 1.91 -0.16 0.99
H -1.64 -2.51 1.35 0.45
S 0.14 -0.77 1.71 1.50
O 1.34 1.90 -0.09 -0.55
O 0.17 -0.19 0.35 -0.91
O -0.68 2.14 -0.82 -0.48
Cl 1.28 -0.52 -2.36 -0.30
N -0.84 -1.92 1.87 -1.00
```

Properties
HOMO-LUMO gap   9.59 eV
HOMO energy   -11.03 eV
E_LUMO   -0.053 Eh
Energy relative to the best compared isomer or geometry (same formula, charge and spin)   2.4566 eV

Number 1: energy -306.3796 Ha. Number 2: energy -389.3433 Ha. Number 3: energy -1069.0409 Ha. Number 4: energy -1069.0697 Ha. Number 5: energy -1069.1535 Ha. Number 6: energy -1069.0137 Ha. Number 7: energy -1581.4393 Ha. Number 8: energy -1121.7791 Ha. Number 9: energy -1110.0354 Ha. Number 10: energy -1755.9311 Ha. Number 11: energy -3059.9355 Ha. Number 12: energy -1474.6233 Ha. Number 13: energy -1761.1964 Ha. Number 14: energy -1761.1091 Ha. Number 15: energy -1040.5425 Ha. Number 16: energy -824.8681 Ha. Number 17: energy -1282.0409 Ha. Number 18: energy -1270.4374 Ha. Number 19: energy -554.1966 Ha. Number 20: energy -1178.0763 Ha.